# 1
Density functional theory data (wB97M-V/def2-TZVPD) for a 2-piece molecular cluster, C5H15NP overall at a distorted geometry.

Last column: Mulliken spin population.
Geometry (Å):
C  -1.64  2.25  0.15  -0.0002
C  1.67  -0.87  1.46  0.0029
C  -1.90  -0.72  -0.93  -0.0136
C  -1.22  0.98  0.77  0.6612
C  1.53  -0.14  0.16  0.7129
N  -1.48  -0.23  0.41  0.3234
P  2.17  -0.83  -1.25  0.0649
H  -1.94  3.02  0.99  0.0254
H  -2.44  2.06  -0.61  0.0035
H  -0.68  2.59  -0.32  0.0519
H  0.69  -1.27  1.65  0.0369
H  1.83  -0.14  2.28  0.0003
H  2.42  -1.77  1.69  0.0418
H  -3.00  -0.64  -1.15  0.0191
H  -1.46  0.04  -1.60  0.0059
H  -1.48  -1.65  -1.09  0.0044
H  -0.76  1.05  1.72  -0.0152
H  2.01  0.89  0.10  0.0069
H  -1.38  -1.04  1.02  -0.0329
H  1.86  -0.28  -2.47  0.0064
H  1.69  -2.14  -1.31  0.0052
H  3.51  -1.15  -1.67  0.0888

Summary:
Multiplicity ... 3
DFT total energy ... -595.11603 Eh
Kohn-Sham gap (spin up / spin down) ... 4.78 / 6.73 eV
Net charge ... +1

=====

# 2
Density functional theory data (wB97M-V/def2-TZVPD) for a 2-piece molecular cluster, C5H15NS overall at a distorted geometry.

Last column: natural (NBO) charge in e.
Geometry (Å):
C  1.75  -2.04  -1.20  -0.6208
C  1.54  -0.55  -1.45  -0.2156
N  0.15  -0.17  -1.23  -0.6010
C  -0.12  1.24  -1.50  -0.4128
H  1.03  -2.65  -1.75  0.2040
H  2.75  -2.34  -1.49  0.2183
H  1.63  -2.29  -0.14  0.2288
H  2.17  0.02  -0.76  0.1987
H  1.87  -0.31  -2.47  0.1733
H  -0.31  -0.51  0.15  0.2374
H  -0.47  -0.76  -1.78  0.3784
H  0.45  1.85  -0.80  0.2041
H  -1.18  1.43  -1.35  0.2120
H  0.15  1.52  -2.52  0.1853
C  -1.13  1.45  2.33  -0.6134
C  -1.81  0.10  2.31  -0.4927
S  -0.90  -1.20  1.38  -0.3000
H  -1.05  1.88  1.34  0.1931
H  -0.13  1.36  2.76  0.2099
H  -1.69  2.15  2.96  0.2047
H  -2.82  0.16  1.90  0.1983
H  -1.87  -0.31  3.31  0.2100

Summary:
Multiplicity ... 1
DFT total energy ... -652.41002 Eh
SMILES ... CCNC.CCS
Kohn-Sham gap ... 8.61 eV
Net charge ... 0

=====

# 3
Density functional theory data (wB97M-V/def2-TZVPD) for a 3-piece molecular cluster, C5H15O3 overall at a distorted geometry.

Last column: natural (NBO) charge in e.
Geometry (Å):
C  0.20  0.60  0.60  -0.0367
O  -0.99  1.33  0.75  -0.9247
C  0.76  0.76  -0.89  -0.4117
C  1.75  -0.40  -1.26  -0.4262
C  1.23  -1.80  -0.79  -0.3845
C  2.07  -2.51  0.28  -0.6007
H  1.02  0.87  1.24  0.1165
H  -0.07  -0.45  0.64  0.1327
H  1.24  1.75  -1.03  0.1868
H  -0.12  0.62  -1.51  0.1788
H  2.69  -0.02  -0.81  0.1945
H  1.82  -0.60  -2.34  0.1960
H  1.23  -2.54  -1.73  0.1625
H  0.23  -1.91  -0.39  0.2153
H  1.66  -3.47  0.51  0.1935
H  2.18  -1.92  1.17  0.2094
H  3.02  -2.77  -0.21  0.1822
H  -1.77  1.75  -0.62  0.5134
H  -1.72  1.80  -2.16  0.4364
O  -2.30  2.05  -1.44  -1.0172
H  -2.98  -0.21  2.41  0.4347
H  -1.67  0.47  1.72  0.5048
O  -2.05  -0.05  2.58  -1.0559

Summary:
Multiplicity ... 1
DFT total energy ... -425.21710 Eh
Kohn-Sham gap ... 7.73 eV
Net charge ... -1

=====

# 4
Density functional theory data (wB97M-V/def2-TZVPD) for C5H16CaN3S as an isolated structure at a distorted geometry.

Last column: natural (NBO) charge in e.
Geometry (Å):
C  1.05  2.07  -1.59  -1.0594
Ca  -0.58  -0.11  -0.90  1.5194
N  -0.32  -1.32  1.28  -1.1074
H  0.94  -1.05  -1.96  -0.7974
H  0.58  -1.01  1.68  0.3640
H  -1.92  -1.70  -0.56  -0.8045
H  0.88  1.16  -2.21  0.1693
H  2.11  2.31  -1.56  0.1912
H  0.45  2.91  -2.00  0.1610
H  -1.03  -1.06  1.97  0.3616
H  -0.30  -2.35  1.26  0.3833
S  0.37  1.95  0.45  -0.5714
C  0.42  1.69  2.27  0.3092
N  -0.56  2.16  3.04  -0.6207
C  -0.78  1.65  4.40  -0.2217
C  0.56  1.57  5.11  -0.4220
C  1.62  0.86  4.29  -0.2151
N  1.37  0.92  2.84  -0.6370
H  -1.32  2.64  2.53  0.4118
H  -1.27  0.67  4.34  0.1806
H  -1.46  2.35  4.90  0.1985
H  0.43  1.03  6.03  0.2109
H  0.90  2.57  5.35  0.2071
H  1.68  -0.18  4.56  0.1868
H  2.61  1.30  4.46  0.1928
H  2.15  0.74  2.21  0.4091

Summary:
Multiplicity ... 1
DFT total energy ... -1440.02144 Eh
Kohn-Sham gap ... 4.07 eV
Net charge ... -1

=====

# 5
Density functional theory data (wB97M-V/def2-TZVPD) for a 2-piece molecular cluster, C5H16ClNO5P2S overall at a distorted geometry.

Last column: natural (NBO) charge in e.
Geometry (Å):
C  -1.22  2.11  3.53  -0.6315
C  -1.92  2.01  2.16  -0.1713
Cl  -1.91  3.68  1.44  -0.0837
C  -1.20  0.99  1.21  -0.5361
S  -0.63  1.75  -0.35  -0.0272
P  1.23  0.74  -1.12  1.3258
N  2.41  1.34  -0.11  -1.1856
O  1.15  -0.79  -0.73  -0.9568
P  -2.21  1.44  -1.77  2.2790
O  -2.13  0.09  -2.22  -1.0535
O  -1.92  2.50  -2.89  -0.9414
O  -3.55  1.75  -1.01  -0.9559
H  -1.87  1.67  4.27  0.2352
H  -0.28  1.58  3.53  0.2202
H  -1.08  3.14  3.79  0.2423
H  -2.96  1.73  2.27  0.2284
H  -1.93  0.22  1.00  0.2639
H  -0.34  0.58  1.72  0.2632
H  3.14  0.68  0.12  0.4454
H  2.76  2.23  -0.42  0.4152
H  0.36  -1.21  -1.13  0.5422
H  -1.46  3.26  -2.49  0.5151
H  -3.50  2.62  -0.56  0.5214
C  1.96  -4.61  -1.81  -0.6324
C  2.84  -3.93  -0.73  0.0095
O  4.05  -4.48  -0.69  -0.9023
H  1.83  -5.67  -1.60  0.1917
H  0.96  -4.14  -1.85  0.1288
H  2.41  -4.50  -2.80  0.1859
H  2.22  -3.97  0.22  0.0443
H  2.80  -2.82  -0.98  0.0201

Summary:
Multiplicity ... 1
DFT total energy ... -2172.06622 Eh
Kohn-Sham gap ... 2.87 eV
Net charge ... 0

=====

# 6
Density functional theory data (wB97M-V/def2-TZVPD) for a 4-piece molecular cluster, C5H16N2 overall at a distorted geometry.

Last column: natural (NBO) charge in e.
Geometry (Å):
C  0.60  -0.09  0.87  -0.2626
C  0.60  -1.20  1.92  -0.6152
C  0.66  1.26  1.60  -0.6333
C  1.80  -0.24  -0.06  -0.6288
H  -1.17  -1.02  -0.57  -0.0872
H  0.60  -2.19  1.45  0.2035
H  -0.28  -1.14  2.56  0.2046
H  1.48  -1.15  2.56  0.1891
H  0.70  2.10  0.90  0.2014
H  2.75  -0.24  0.49  0.1974
H  1.56  1.33  2.23  0.2058
H  -0.21  1.41  2.24  0.2118
H  1.84  0.58  -0.79  0.1928
H  1.75  -1.18  -0.62  0.2059
C  -1.87  0.08  -1.54  0.1948
N  -1.73  -0.20  -2.89  -0.8414
N  -1.23  1.16  -1.00  -0.8453
H  -2.50  -0.67  -3.35  0.4011
H  -0.47  1.50  -1.58  0.3567
H  -0.72  0.84  -0.08  0.4212
H  -0.80  -0.08  -3.29  0.3898
H  -2.86  -0.13  -1.15  0.1876
H  -0.48  -0.74  0.10  0.1504

Summary:
Multiplicity ... 1
DFT total energy ... -309.46590 Eh
Kohn-Sham gap ... 8.07 eV
Net charge ... 0

=====

# 7
Density functional theory data (wB97M-V/def2-TZVPD) for a 2-piece molecular cluster, C5H16N2O overall at a distorted geometry.

Last column: Mulliken spin population.
Geometry (Å):
C  0.94  -0.63  -1.14  1.3137
N  0.37  -0.46  0.21  -0.6797
C  1.43  -0.67  1.22  0.4999
C  0.42  2.09  0.52  0.5890
C  -0.37  0.77  0.50  -0.6578
C  -1.54  0.85  -0.54  1.3579
N  -2.85  0.68  0.09  -0.3152
H  2.02  -0.64  -1.30  -0.1378
H  0.50  -1.56  -1.52  0.0228
H  0.59  0.21  -1.74  -0.2762
H  1.98  -1.58  0.99  -0.0403
H  2.06  0.21  1.40  -0.1390
H  0.94  -0.94  2.17  0.0306
H  1.47  1.98  0.81  0.0096
H  0.37  2.56  -0.47  -0.3952
H  -0.07  2.85  1.13  -0.0152
H  -0.91  0.66  1.43  -0.0652
H  -1.41  0.21  -1.42  0.2705
H  -1.42  1.81  -1.07  0.4730
H  -3.35  1.54  0.21  -0.2110
H  -3.43  0.09  -0.51  -0.3897
H  0.06  -3.35  0.05  -0.0036
H  1.23  -3.02  -0.81  -0.1258
O  0.94  -3.68  -0.18  -0.1153

Summary:
Multiplicity ... 2
DFT total energy ... -384.75521 Eh
Kohn-Sham gap (spin up / spin down) ... 2.63 / 8.99 eV
Net charge ... -1

=====

# 8
Density functional theory data (wB97M-V/def2-TZVPD) for a 2-piece molecular cluster, C5H16N2O overall at a distorted geometry.

Last column: natural (NBO) charge in e.
Geometry (Å):
N  -0.97  -1.12  1.66  -0.8605
C  0.29  -0.47  1.05  -0.0669
C  1.21  -1.60  0.72  -0.6522
C  -0.25  0.18  -0.25  -0.2170
N  0.47  1.39  -0.63  -0.4387
C  0.19  2.52  0.25  -0.4255
C  0.13  1.70  -2.06  -0.4165
H  -0.85  -1.09  2.67  0.3591
H  -1.78  -0.51  1.53  0.3481
H  0.64  0.25  1.76  0.1902
H  2.21  -1.33  0.38  0.2174
H  1.46  -2.36  1.50  0.2222
H  0.74  -2.36  0.09  0.2275
H  -0.10  -0.52  -1.10  0.1956
H  -1.34  0.25  -0.15  0.1587
H  0.77  2.32  1.16  0.1974
H  -0.86  2.72  0.50  0.1687
H  0.65  3.44  -0.12  0.2046
H  0.83  1.22  -2.74  0.2019
H  -0.89  1.30  -2.18  0.1784
H  0.22  2.80  -2.21  0.2009
H  -1.42  -2.66  0.00  0.4983
H  -0.33  -2.80  -1.18  0.4684
O  -0.99  -3.23  -0.63  -0.9602

Summary:
Multiplicity ... 1
DFT total energy ... -384.79538 Eh
SMILES ... C[C@H](N)CN(C)C.O
Kohn-Sham gap ... 9.74 eV
Net charge ... 0

=====

What is the DFT total energy in the sixth record? -309.46590 Eh

=====

Number 2 is which compound? C5H15NS

=====

Which formula does entry 5 have? C5H16ClNO5P2S

=====

Copy entry 2 word for word.
Density functional theory data (wB97M-V/def2-TZVPD) for a 2-piece molecular cluster, C5H15NS overall at a distorted geometry.

Last column: natural (NBO) charge in e.
Geometry (Å):
C  1.75  -2.04  -1.20  -0.6208
C  1.54  -0.55  -1.45  -0.2156
N  0.15  -0.17  -1.23  -0.6010
C  -0.12  1.24  -1.50  -0.4128
H  1.03  -2.65  -1.75  0.2040
H  2.75  -2.34  -1.49  0.2183
H  1.63  -2.29  -0.14  0.2288
H  2.17  0.02  -0.76  0.1987
H  1.87  -0.31  -2.47  0.1733
H  -0.31  -0.51  0.15  0.2374
H  -0.47  -0.76  -1.78  0.3784
H  0.45  1.85  -0.80  0.2041
H  -1.18  1.43  -1.35  0.2120
H  0.15  1.52  -2.52  0.1853
C  -1.13  1.45  2.33  -0.6134
C  -1.81  0.10  2.31  -0.4927
S  -0.90  -1.20  1.38  -0.3000
H  -1.05  1.88  1.34  0.1931
H  -0.13  1.36  2.76  0.2099
H  -1.69  2.15  2.96  0.2047
H  -2.82  0.16  1.90  0.1983
H  -1.87  -0.31  3.31  0.2100

Summary:
Multiplicity ... 1
DFT total energy ... -652.41002 Eh
SMILES ... CCNC.CCS
Kohn-Sham gap ... 8.61 eV
Net charge ... 0